124
Properties=species:S:1:pos:R:3:forces:R:3:lowdin_charge:R:1 method="wB97M-V/def2-TZVPD" e_tot_ha=-3250.2038 homo_lumo_gap_ev=7.2 e_homo_ev=-10.528 total_charge=+1 e_above_lowest_kj_mol=0.0
H 4.667 6.395 5.168 0.007 -0.019 0.023 0.107
H 1.535 3.971 -0.228 -0.017 -0.001 0.037 0.071
C -2.250 -4.779 -5.140 0.063 0.040 -0.001 -0.081
H 9.881 2.912 -2.935 0.008 0.014 -0.008 0.076
N -4.241 0.198 -3.549 -0.613 0.248 0.738 0.143
H 8.645 2.989 2.224 -0.006 0.025 0.011 0.069
H 6.810 4.260 6.117 -0.022 0.014 0.011 0.109
H -2.466 -3.666 -9.279 0.037 0.018 -0.031 0.084
C -4.722 -1.180 8.080 -0.051 -0.094 -0.082 -0.077
H 1.329 2.647 -1.375 -0.021 -0.032 0.007 0.077
H -4.063 -6.681 -1.604 0.013 0.028 0.026 0.115
C -3.779 -0.687 2.278 -0.205 0.303 -0.162 -0.059
H -2.867 -0.162 1.987 0.114 -0.086 0.165 0.080
O 3.647 2.103 -0.123 0.020 -0.051 -0.041 -0.156
C -2.018 1.926 -3.269 0.118 0.211 0.313 -0.267
O -4.674 -0.704 1.160 0.059 -0.051 0.032 -0.301
O -5.090 -0.574 5.720 0.052 0.012 -0.127 -0.178
C -2.979 -3.817 -6.063 -0.070 -0.087 -0.008 -0.289
H 5.231 3.214 -0.633 -0.008 -0.050 -0.002 0.110
H 4.186 3.659 4.647 0.015 -0.039 -0.007 0.070
O 6.282 5.330 4.421 0.026 -0.015 -0.130 -0.172
H -2.700 -7.209 -2.581 0.026 -0.020 0.011 0.098
C -0.142 -6.867 -1.829 -0.108 -0.012 -0.066 -0.075
H -2.221 -5.167 -8.387 0.045 -0.025 -0.005 0.068
C -2.638 -2.690 -2.162 0.051 0.124 0.150 0.066
C 9.328 3.395 1.477 0.085 -0.048 -0.104 -0.073
C -2.850 -1.572 -2.865 -0.135 -0.091 0.472 -0.093
H -0.929 -7.727 -0.009 -0.014 -0.013 -0.025 0.110
C -2.099 0.757 -2.288 -0.131 -0.034 -0.331 -0.584
H 6.059 7.892 6.620 0.004 0.010 -0.014 0.077
H -0.934 -4.547 -9.414 0.007 0.015 -0.004 0.082
H -5.569 -1.859 8.189 -0.018 0.028 0.035 0.068
H -3.983 2.855 -3.012 -0.023 0.006 0.167 0.005
C -7.525 -0.944 5.745 0.040 0.071 0.077 -0.077
H -0.193 -5.927 -2.383 0.037 0.016 0.023 0.071
H 10.137 3.918 1.988 -0.030 0.015 0.034 0.084
H -3.664 -3.202 -5.472 -0.026 -0.019 -0.013 0.098
C 2.350 2.062 0.434 -0.050 -0.029 0.032 -0.282
C 4.264 3.381 -0.159 0.062 0.103 -0.017 -0.274
H -2.336 -9.150 -1.034 -0.009 -0.014 -0.038 0.070
H 6.258 6.211 7.103 -0.031 0.021 0.011 0.067
H -3.594 -4.367 -6.783 0.028 -0.004 -0.017 0.113
C -1.731 -4.255 -8.730 -0.129 -0.014 0.075 -0.075
C -3.093 -7.179 -1.558 -0.053 -0.045 -0.043 -0.292
C 1.328 2.903 -0.313 0.071 0.107 -0.012 -0.100
C 5.746 6.503 5.007 -0.030 0.072 0.036 -0.282
H -7.690 -0.748 6.805 -0.017 -0.040 0.005 0.069
H -3.853 -1.774 7.792 0.029 0.030 0.023 0.082
H -5.977 -2.422 6.045 0.000 0.018 0.028 0.110
C -6.136 -1.499 5.477 -0.081 -0.038 -0.033 -0.284
H 8.724 2.628 -1.637 0.035 -0.028 -0.006 0.064
H 4.306 4.437 6.226 0.015 -0.021 0.032 0.068
H -4.288 -0.128 3.058 0.054 -0.061 0.107 0.089
C -4.988 -0.095 7.053 0.031 0.044 0.091 -0.277
H -2.817 3.794 -3.907 0.051 0.053 0.032 0.080
H -1.253 0.121 -2.538 0.028 -0.048 0.103 0.099
N -5.578 -0.761 -2.014 -0.496 1.219 0.266 -0.405
H -0.503 -7.660 -2.485 0.030 -0.030 0.020 0.069
C 4.465 4.011 1.207 -0.083 -0.077 0.079 -0.079
H 10.724 4.946 -1.854 -0.015 0.030 0.020 0.118
H -2.988 -3.650 -2.522 1.362 -0.286 -0.691 0.071
H -6.047 -1.758 4.421 0.043 0.013 -0.001 0.108
O -2.138 -2.888 -6.719 -0.020 0.126 0.102 -0.173
C -3.269 -8.587 -1.018 0.096 0.005 0.058 -0.074
H -2.976 -5.358 -4.567 0.014 0.011 0.035 0.073
H 2.371 2.345 1.493 0.002 0.032 -0.010 0.109
H 3.705 4.058 -0.815 -0.022 -0.003 0.016 0.109
H -7.672 -0.007 5.205 -0.012 -0.019 -0.032 0.082
H 5.876 7.279 4.253 0.017 -0.028 -0.027 0.118
H -4.563 -2.128 -0.275 0.119 -0.034 -0.103 0.134
H 4.992 3.325 1.872 0.047 0.023 -0.011 0.080
C -2.932 3.125 -3.053 0.127 0.017 -0.473 -0.134
H -0.601 -2.594 -7.970 -0.031 0.033 0.026 0.119
H 6.686 3.381 4.603 0.014 0.028 -0.025 0.112
H -8.282 -1.659 5.419 0.005 -0.003 -0.014 0.078
H -4.155 0.608 7.036 0.004 -0.005 -0.045 0.118
H 10.853 3.605 -0.730 -0.022 -0.016 0.008 0.108
C -4.108 -1.164 -0.024 -0.125 -0.332 -0.051 -0.288
H -4.532 -0.731 9.055 0.013 0.010 -0.003 0.079
H -2.639 3.686 -2.168 -0.202 -0.089 0.136 0.068
Cl -1.739 1.281 -0.619 -0.061 -0.209 0.032 0.684
H -3.628 -8.558 0.011 -0.036 0.002 -0.012 0.085
H -3.563 -1.696 2.633 0.049 -0.010 -0.049 0.101
C 10.138 4.243 -1.263 0.055 -0.036 -0.046 -0.281
H -7.490 0.305 -3.613 0.015 0.181 0.389 0.120
H -0.443 -4.052 -7.007 -0.033 -0.017 0.019 0.110
C -1.154 -3.449 -7.581 0.105 -0.034 -0.081 -0.272
H -5.882 0.479 7.323 -0.017 -0.025 -0.006 0.109
H -6.339 1.417 -4.300 0.029 -0.287 -0.271 0.154
C -5.532 0.048 -3.107 0.226 -0.326 -0.116 -0.510
I -5.086 1.700 -0.463 0.441 0.239 -0.087 1.106
C -0.951 -6.773 -0.547 0.092 -0.015 0.006 -0.276
H -2.122 -2.688 -1.210 -1.195 0.044 0.711 0.083
H 7.786 3.817 0.018 0.019 -0.045 0.019 0.096
H 9.763 2.555 0.933 -0.035 -0.023 0.009 0.067
H -0.507 -6.029 0.114 -0.040 0.016 0.009 0.117
O 9.411 5.046 -0.351 -0.003 0.065 0.005 -0.157
H 0.902 -7.079 -1.598 0.005 0.015 0.008 0.080
H 4.803 2.757 6.045 0.008 -0.009 -0.011 0.077
H -1.618 -5.489 -5.675 -0.037 0.020 -0.068 0.076
H 2.058 1.011 0.394 0.026 -0.006 -0.005 0.116
H 0.329 2.719 0.085 0.146 0.082 0.012 0.013
H -0.988 2.283 -3.183 0.039 -0.048 -0.109 0.110
C 4.792 3.730 5.552 -0.043 0.103 -0.013 -0.077
H -2.592 -1.568 -3.927 -1.211 -0.364 -0.336 0.118
C 9.265 3.404 -2.182 -0.095 0.002 0.076 -0.082
H -1.616 -4.219 -4.450 0.014 -0.065 0.041 0.068
H 8.530 4.034 -2.686 0.029 0.010 -0.032 0.080
C -4.389 -0.227 -1.218 -0.194 -0.628 0.201 -0.638
H 5.052 4.925 1.119 0.023 -0.011 -0.003 0.079
H 3.517 4.272 1.681 0.006 0.045 -0.015 0.067
C -3.355 -0.197 -2.389 1.259 0.382 -0.443 -0.379
H 7.512 6.997 6.143 -0.003 0.037 -0.013 0.083
C 6.209 4.154 5.206 -0.005 -0.065 0.042 -0.283
O -2.289 -6.342 -0.742 -0.048 0.146 -0.029 -0.177
H 8.096 5.116 1.159 0.020 0.052 -0.049 0.117
H -4.180 -0.481 -4.312 0.535 0.467 -0.377 0.155
C 8.581 4.347 0.558 -0.096 -0.013 0.091 -0.282
Cl -7.086 -0.729 -1.206 -0.074 -0.651 -0.008 0.764
C 6.435 6.921 6.295 0.030 -0.106 0.023 -0.079
H -3.993 -9.130 -1.626 -0.013 0.010 0.000 0.080
N -6.536 0.625 -3.704 -0.099 -0.211 -0.489 0.256
H -2.116 1.534 -4.283 -0.090 -0.091 0.019 0.114
H -3.034 -1.326 0.064 0.060 0.234 0.096 0.102

8
Properties=species:S:1:pos:R:3:forces:R:3:lowdin_charge:R:1 method="wB97M-V/def2-TZVPD" e_tot_ha=-3148.8274 homo_lumo_gap_ev=10.1 e_homo_ev=-10.246 smiles=FC(F)(I)CBr total_charge=0 e_above_lowest_kj_mol=1.8
I -0.180 2.905 0.450 -0.033 -0.431 0.042 0.847
H -0.020 -0.523 0.803 -1.111 0.833 0.030 0.064
F -2.365 1.054 -0.006 -1.901 -0.190 1.553 0.031
F -1.313 1.460 -1.737 1.039 -0.470 -0.165 -0.023
Br -1.235 -1.636 -1.065 0.318 0.198 0.010 0.672
C -1.145 1.153 -0.426 1.043 -0.183 -0.176 -1.090
H 0.714 0.111 -0.624 -2.031 -0.923 0.114 0.100
C -0.341 -0.157 -0.185 2.675 1.166 -1.408 -0.602